Density functional theory data (the ωB97M-V functional and the def2-TZVPD basis) for a structure of composition C33H30HfN5O6P in a non-equilibrium geometry.

The multiplicity is 1. Its charge is +2. The orbital gap is 6.73 eV. For the total energy, the calculation gives -2389.80165 hartree. The calculation puts the energy above the lowest of the compared OMol25 structures with the same formula, charge and spin at 0.0 kcal/mol. Its HOMO energy is -13.30 eV.

The geometry in XYZ format:
```
76
C33H30HfN5O6P | the OMol25 dataset | the ωB97M-V functional and the def2-TZVPD basis
Hf 12.87573 11.75334 11.73853
O 12.52222 16.06326 11.51500
C 13.09790 16.36117 10.28370
C 13.30140 17.68569 9.92835
C 13.88138 17.98279 8.71512
C 14.22247 16.95146 7.77750
C 14.02074 15.64289 8.19167
C 13.50326 15.33218 9.46398
C 13.48099 13.86857 9.82014
O 12.76715 13.50440 10.85002
N 14.19090 13.03953 9.18604
N 14.10196 11.72763 9.64215
C 14.68867 10.87186 8.93002
C 14.93635 9.40880 9.12131
C 15.89107 8.89097 8.28244
C 16.19337 7.51121 8.46078
C 15.68122 6.76385 9.44818
C 14.77685 7.34485 10.28358
N 14.42567 8.64054 10.07612
H 12.43642 16.89266 12.00615
H 13.10795 18.41599 10.67620
H 14.09906 19.02940 8.50931
H 14.57643 17.28999 6.86287
H 14.32968 14.91287 7.45466
H 15.10182 11.28421 8.00662
H 16.23068 9.47821 7.35933
H 16.94664 7.12622 7.81370
H 15.95124 5.70956 9.54439
H 14.31408 6.78902 11.11672
O 16.04404 9.34602 13.13112
C 15.47676 10.39310 13.11275
O 14.43152 10.63889 12.27676
C 15.72589 11.63426 13.97766
P 14.03199 12.40596 14.33316
C 14.48600 13.94728 15.16224
C 15.02832 13.91154 16.48140
C 15.15883 15.09080 17.12135
C 14.85612 16.36320 16.48612
C 14.39616 16.42948 15.19132
C 14.21128 15.17893 14.56011
C 13.35636 11.35195 15.65981
C 12.42581 11.99304 16.50920
C 11.72117 11.27678 17.52470
C 11.99587 9.94192 17.68623
C 13.00432 9.32840 16.86880
C 13.65901 10.00700 15.85597
H 16.20695 12.41545 13.37737
H 16.32633 11.43621 14.90453
H 15.39041 12.99661 17.03396
H 15.64237 15.06118 18.05681
H 14.98024 17.23659 17.13772
H 14.13282 17.34885 14.71871
H 13.85931 15.14020 13.52731
H 12.26479 13.05204 16.48741
H 10.98352 11.78787 18.09529
H 11.58657 9.35514 18.51726
H 13.32638 8.31583 16.96409
H 14.42794 9.50395 15.30255
N 8.47502 10.48842 16.54033
C 9.21522 10.23871 15.42709
O 9.66473 9.14951 15.13792
C 9.52598 11.44730 14.59019
C 8.81524 12.57196 14.59260
C 9.19082 13.65950 13.80753
C 10.35519 13.56034 13.02693
N 11.02086 12.41777 12.99999
C 10.63866 11.39508 13.78351
H 8.02148 9.70375 16.90518
H 7.96407 11.31802 16.72965
H 7.86684 12.69094 15.02775
H 8.64141 14.57847 13.60905
H 10.66731 14.37706 12.37290
H 11.17313 10.41168 13.75719
O 11.90592 10.19643 11.04999
H 11.07149 9.89772 10.73336
H 13.68448 9.09220 10.64063
```

Results of the Mulliken charge analysis, in e, for atoms 1 through 6: atom 1 (Hf): 1.934, atom 2 (O): -0.140, atom 3 (C): 1.047, atom 4 (C): -1.166, atom 5 (C): -0.330, atom 6 (C): -1.004